114
Properties=species:S:1:pos:R:3 method="wB97M-V/def2-TZVPD" orbital_gap_ev="1.4 / 7.0" total_charge=-3 spin_multiplicity=2
C 3.01 5.04 -2.03
C 2.45 3.82 -1.33
C 2.20 3.91 0.11
C 1.03 4.83 0.44
P -0.49 3.91 0.75
C -1.20 3.37 -0.82
C -1.97 2.02 -0.74
C -2.41 1.40 -2.00
C -3.33 0.25 -1.93
C -1.65 4.98 1.83
C -3.02 4.39 2.02
C -3.73 5.38 2.99
C -5.07 4.84 3.60
C -0.05 2.50 1.88
C 0.84 2.95 3.08
C 1.07 1.94 4.15
C 1.34 0.42 3.91
H 2.15 5.71 -2.02
H 3.30 4.80 -3.06
H 3.87 5.42 -1.48
H 3.24 3.08 -1.45
H 1.66 3.33 -1.90
H 3.12 4.29 0.54
H 2.05 2.89 0.48
H 0.79 5.53 -0.36
H 1.13 5.33 1.40
H -0.27 3.29 -1.37
H -1.76 4.23 -1.19
H -2.82 2.10 -0.06
H -1.40 1.25 -0.22
H -1.55 1.10 -2.60
H -2.85 2.18 -2.62
H -2.81 -0.67 -1.69
H -3.95 0.19 -2.83
H -4.09 0.25 -1.15
H -1.65 5.99 1.42
H -1.14 5.16 2.78
H -2.93 3.43 2.53
H -3.53 4.41 1.06
H -3.90 6.30 2.42
H -3.07 5.65 3.80
H -4.91 4.11 4.40
H -5.64 4.25 2.88
H -5.60 5.62 4.15
H 0.47 1.72 1.32
H -0.99 2.05 2.18
H 0.46 3.86 3.56
H 1.88 3.13 2.81
H 0.10 2.01 4.64
H 1.64 2.18 5.04
H 2.32 0.21 3.46
H 0.52 -0.08 3.40
H 1.36 -0.18 4.82
C 0.64 -1.91 0.74
C 1.14 -1.28 -0.52
O 0.59 -0.25 -0.98
N 2.37 -1.95 -1.20
H 3.13 -2.08 -0.55
H 1.93 -2.80 -1.52
C 2.78 -1.13 -2.46
H 1.24 -2.03 1.64
H 0.34 -2.94 0.51
H -0.32 -1.45 0.98
H 3.53 -0.41 -2.13
H 2.01 -0.59 -3.01
H 3.23 -1.86 -3.14
C -4.37 -3.15 0.40
C -3.18 -3.96 0.17
O -2.25 -3.60 -0.42
N -3.21 -5.36 0.81
H -2.25 -5.65 0.91
H -3.55 -5.15 1.74
C -4.11 -6.41 0.19
H -5.27 -3.60 -0.03
H -4.27 -2.26 -0.22
H -4.46 -2.72 1.40
H -4.47 -7.19 0.86
H -3.58 -6.93 -0.61
H -4.95 -5.94 -0.32
P -1.44 -3.90 4.04
F -1.03 -2.72 2.96
F 0.02 -3.93 4.76
F -1.74 -2.61 4.93
F -1.91 -4.80 5.21
F -2.95 -3.97 3.54
F -1.15 -5.01 2.85
P 0.88 1.63 -4.96
F 1.90 0.53 -5.58
F 1.66 1.53 -3.56
F 1.71 2.86 -5.51
F -0.08 2.77 -4.24
F 0.09 1.62 -6.42
F -0.08 0.46 -4.42
P 5.26 -0.86 1.23
F 5.19 -0.47 -0.30
F 6.15 0.42 1.58
F 3.93 0.01 1.48
F 5.39 -1.47 2.79
F 4.30 -2.17 0.85
F 6.51 -1.73 0.67
P 2.78 -3.48 -6.49
F 1.30 -4.13 -6.70
F 3.29 -4.56 -5.38
F 3.33 -4.41 -7.77
F 4.34 -3.06 -6.55
F 2.53 -2.38 -7.58
F 2.42 -2.43 -5.26
P 1.46 -5.90 -0.09
F -0.15 -5.81 -0.35
F 1.80 -4.57 -1.07
F 1.32 -4.86 1.15
F 3.09 -5.93 0.13
F 1.36 -7.11 1.04
F 1.57 -7.02 -1.19


45
Properties=species:S:1:pos:R:3 method="wB97M-V/def2-TZVPD" orbital_gap_ev=9.1 de_lowest_ev=3.541 total_charge=+1 spin_multiplicity=1
C -1.18 -0.65 2.82
C -1.94 -0.50 1.47
C -1.15 -0.11 0.40
C -0.44 1.14 0.21
N 0.25 1.01 -0.96
C 0.05 -0.17 -1.59
N -0.91 -0.85 -0.78
N -0.23 0.35 3.31
H -0.71 -1.68 2.80
H -1.99 -0.88 3.72
H -2.70 0.43 1.50
H -2.55 -1.37 1.12
H -0.59 1.99 0.80
H 0.64 2.01 -1.44
H 0.15 -0.30 -2.69
H -1.15 -1.86 -0.77
H 0.05 0.92 2.54
H -0.66 0.95 4.05
H 2.67 -1.00 0.67
H 2.30 -2.01 1.77
O 2.51 -1.13 1.55
H 3.57 0.77 -3.03
H 3.82 -0.34 -1.86
O 3.18 0.14 -2.41
H 3.21 1.44 1.14
H 2.04 0.63 1.56
O 2.37 1.31 0.90
H 2.12 -4.09 0.21
H 0.91 -3.52 -0.39
O 1.67 -3.26 0.15
H -1.50 1.14 -4.28
H -2.25 -0.09 -3.53
O -1.43 0.30 -3.78
H -4.91 0.11 0.95
H -4.45 -1.20 0.44
O -4.99 -0.47 0.20
H 1.46 3.17 0.97
H 2.21 4.55 0.63
O 1.46 4.07 0.48
H -0.13 3.79 -1.43
H 1.34 3.80 -0.97
O 0.78 3.45 -1.66
H -1.60 -4.36 -1.09
H -0.45 -3.96 -2.21
O -0.87 -3.64 -1.48


44
Properties=species:S:1:pos:R:3 method="wB97M-V/def2-TZVPD" orbital_gap_ev="5.4 / 5.4" de_lowest_ev=0.000 total_charge=-1 spin_multiplicity=1
Pd 0.44 -0.27 2.57
Cl -1.91 1.78 3.76
C -2.50 0.25 3.16
C -1.57 -0.61 2.54
C -2.14 -1.79 2.04
Cl -1.09 -2.91 1.21
C -3.48 -2.11 2.15
Cl -4.11 -3.59 1.49
C -4.35 -1.24 2.80
Cl -6.02 -1.63 2.97
C -3.85 -0.04 3.31
Cl -4.92 1.06 4.10
C 2.44 -1.42 -0.01
N 2.19 -0.44 -1.06
C 2.66 -0.85 -2.36
P 1.00 0.70 -0.88
O 0.78 1.05 0.54
N 1.59 1.94 -1.87
C 0.67 3.05 -2.10
C 2.94 2.41 -1.57
N -0.43 0.33 -1.64
C -1.56 -0.14 -0.85
C -0.48 -0.04 -3.04
H 3.52 -1.60 0.04
H 1.94 -2.37 -0.24
H 2.11 -1.09 0.97
H 3.74 -1.04 -2.31
H 2.49 -0.07 -3.10
H 2.18 -1.78 -2.70
H -0.32 2.68 -2.32
H 1.03 3.63 -2.95
H 0.61 3.72 -1.23
H 3.60 1.56 -1.39
H 2.96 3.05 -0.68
H 3.31 2.98 -2.42
H -1.41 0.10 0.20
H -1.69 -1.23 -0.94
H -2.48 0.34 -1.20
H 0.35 0.40 -3.58
H -1.41 0.34 -3.48
H -0.46 -1.13 -3.18
C 1.26 -1.10 4.03
H 1.26 -2.19 4.18
H 1.12 -0.66 5.04


121
Properties=species:S:1:pos:R:3 method="wB97M-V/def2-TZVPD" orbital_gap_ev=6.1 de_lowest_ev=2.392 total_charge=-2 spin_multiplicity=1
Sr 0.61 0.26 -0.50
C 5.98 -1.36 4.77
C 5.02 -0.93 3.68
C 5.42 -0.78 2.37
C 4.56 -0.41 1.34
C 5.12 -0.57 -0.02
O 4.59 -1.24 -0.86
C 6.50 0.02 -0.34
C 7.01 1.15 0.29
C 8.26 1.64 -0.04
C 9.02 1.00 -1.02
C 8.50 -0.11 -1.67
C 7.24 -0.59 -1.34
C 3.18 -0.06 1.61
O 2.38 0.47 0.77
C 2.76 -0.29 2.98
C 3.68 -0.71 3.94
C 1.35 -0.12 3.40
N 0.42 0.24 2.61
C -0.96 0.37 3.08
C -1.26 1.47 4.09
Te -0.90 3.47 3.43
C 1.19 3.44 3.67
C 1.98 2.95 2.63
C 3.36 2.87 2.79
C 3.95 3.29 3.97
C 3.17 3.80 5.00
C 1.79 3.87 4.85
C 1.05 -0.39 4.86
C 0.32 -1.51 5.25
C -0.05 -1.68 6.57
C 0.31 -0.74 7.53
C 1.07 0.36 7.16
C 1.44 0.54 5.83
H 6.99 -1.45 4.38
H 5.69 -2.32 5.20
H 6.00 -0.63 5.59
H 6.44 -1.03 2.11
H 6.41 1.65 1.04
H 8.65 2.52 0.45
H 10.01 1.37 -1.27
H 9.08 -0.60 -2.45
H 6.81 -1.44 -1.85
H 3.33 -0.87 4.95
H -1.31 -0.57 3.51
H -1.55 0.56 2.19
H -0.72 1.33 5.03
H -2.33 1.46 4.32
H 1.52 2.58 1.72
H 3.97 2.47 1.98
H 5.03 3.22 4.10
H 3.63 4.13 5.93
H 1.17 4.26 5.65
H 0.05 -2.25 4.50
H -0.63 -2.55 6.86
H 0.01 -0.87 8.57
H 1.37 1.10 7.90
H 2.02 1.40 5.53
O -0.11 -6.31 -1.32
C -1.20 -6.09 -0.66
O -2.08 -6.93 -0.55
C -1.38 -4.75 0.02
C -2.45 -4.49 0.84
Cl -3.75 -5.49 1.30
N -2.37 -3.20 1.25
N -1.29 -2.58 0.72
C -0.67 -3.50 -0.01
C 0.63 -3.12 -0.73
O 1.22 -4.06 -1.32
O 1.02 -1.94 -0.68
C -3.31 -2.49 2.06
C -3.80 -1.28 1.61
C -4.74 -0.60 2.36
C -5.18 -1.11 3.57
C -4.67 -2.32 4.03
C -3.73 -3.01 3.28
H 0.51 -5.47 -1.32
H -3.42 -0.87 0.69
H -5.13 0.35 1.99
H -5.92 -0.58 4.16
H -4.99 -2.72 4.99
H -3.31 -3.94 3.64
C -3.41 -1.34 -1.72
C -3.57 0.14 -1.50
C -4.76 0.79 -1.88
C -4.90 2.13 -1.68
C -3.83 2.88 -1.14
C -3.84 4.29 -0.99
Br -5.42 5.31 -1.32
C -2.71 4.95 -0.61
C -1.54 4.24 -0.33
Br 0.03 5.23 0.07
C -1.45 2.84 -0.32
O -0.41 2.20 0.03
C -2.66 2.16 -0.79
N -2.58 0.81 -0.94
H -3.87 -1.64 -2.67
H -3.89 -1.92 -0.92
H -2.35 -1.59 -1.75
H -5.56 0.22 -2.33
H -5.82 2.64 -1.96
H -2.70 6.03 -0.54
C -1.93 0.61 -5.66
C -0.82 -0.40 -5.49
O 0.31 0.24 -4.87
P 0.69 -0.29 -3.37
O -0.54 -0.31 -2.52
Te 2.48 1.11 -2.79
O 1.06 -1.83 -3.67
C 2.30 -2.18 -4.31
C 2.29 -3.68 -4.53
H -2.80 0.15 -6.15
H -1.60 1.46 -6.26
H -2.24 0.99 -4.68
H -0.50 -0.79 -6.46
H -1.18 -1.24 -4.90
H 3.13 -1.88 -3.68
H 2.38 -1.64 -5.26
H 2.12 -4.17 -3.58
H 3.25 -4.00 -4.94
H 1.50 -3.96 -5.22


23
Properties=species:S:1:pos:R:3 method="wB97M-V/def2-TZVPD" orbital_gap_ev=9.9 de_lowest_ev=1.399 spin_multiplicity=1 smiles=CCCCNCCS
C 1.02 0.27 -0.69
N -0.23 -0.29 -0.22
C -0.41 -0.20 1.26
C -1.52 0.70 1.74
S -1.47 0.72 3.51
C 0.94 0.44 -2.27
C 2.19 -1.34 -3.53
C 0.84 -0.75 -3.22
H 1.29 1.34 -0.42
H 1.89 -0.37 -0.49
H -0.40 -1.26 -0.45
H -0.62 -1.22 1.59
H 0.60 0.01 1.74
H -1.30 1.78 1.40
H -2.49 0.48 1.27
H -2.07 -0.49 3.83
H 1.80 1.03 -2.54
H 0.01 1.06 -2.49
H 2.05 -2.37 -3.79
H 2.77 -0.73 -4.41
H 2.76 -1.33 -2.62
H 0.20 -0.64 -4.15
H 0.23 -1.65 -2.79